This record from the Open Molecules 2025 dataset describes a structure of composition C22H35F3N5NiS at a distorted geometry. The level of theory is wB97M-V/def2-TZVPD.

```
! RIJCOSX wB97M-V def2-TZVPD def2/J DEFGRID3
* xyz 1 3
Ni 0.011 -1.322 1.758
N -0.814 -3.357 -0.441
N -0.834 -3.177 0.986
H -0.942 -4.333 -0.706
H 0.075 -3.040 -0.816
H -0.357 -3.936 1.487
H -1.818 -3.201 1.274
F 6.628 -0.439 -0.151
C 5.975 -1.579 -0.386
F 6.747 -2.586 0.037
F 5.869 -1.706 -1.722
C 4.604 -1.605 0.252
C 3.789 -2.718 0.081
C 2.503 -2.671 0.586
N 2.004 -1.621 1.240
C 2.820 -0.586 1.458
C 4.116 -0.524 0.974
H 4.147 -3.592 -0.441
H 1.857 -3.526 0.457
H 2.414 0.231 2.042
H 4.726 0.349 1.145
C 0.120 -1.538 3.917
C -0.764 -0.428 3.824
C -0.273 0.911 3.745
C -1.131 1.971 3.577
C -2.506 1.762 3.499
C -3.022 0.479 3.663
C -2.182 -0.595 3.825
H -0.286 -2.497 4.224
H 1.148 -1.357 4.216
H 0.793 1.082 3.824
H -0.738 2.975 3.493
H -3.170 2.594 3.322
H -4.093 0.330 3.652
H -2.589 -1.586 3.974
C -3.545 1.380 -3.245
C -4.439 0.330 -2.595
C -3.940 -0.162 -1.237
C -2.778 -1.159 -1.283
N -1.550 -0.607 -1.816
C -0.672 0.080 -1.087
S -0.952 0.363 0.566
N 0.413 0.600 -1.677
C 1.386 1.421 -0.985
C 0.996 2.900 -0.893
C 0.710 3.563 -2.240
C 1.886 3.498 -3.205
H -4.063 1.849 -4.077
H -2.624 0.952 -3.634
H -3.289 2.156 -2.528
H -4.572 -0.516 -3.271
H -5.422 0.776 -2.440
H -4.760 -0.668 -0.726
H -3.646 0.693 -0.624
H -3.044 -2.029 -1.883
H -2.569 -1.487 -0.262
H -1.422 -0.668 -2.815
H 0.452 0.633 -2.686
H 2.343 1.308 -1.497
H 1.486 1.024 0.029
H 1.820 3.422 -0.404
H 0.116 2.991 -0.254
H 0.473 4.611 -2.049
H -0.174 3.113 -2.697
H 2.768 3.948 -2.758
H 1.656 4.043 -4.116
H 2.126 2.474 -3.482
*
```

Computed properties:
* LUMO (spin up / spin down): -3.00 / -3.02 eV
* expectation value of S²: 2.04

---

This record from the Open Molecules 2025 dataset describes a cluster of 3 separate species, C22H35F6O9P in total. The level of theory is wB97M-V/def2-TZVPD.

```
! RIJCOSX wB97M-V def2-TZVPD def2/J DEFGRID3
* xyz 0 1
O 0.178 -3.532 -1.534
P -0.818 -4.392 -0.852
C -2.362 -3.567 -0.417
C -2.504 -2.236 -0.357
C -1.419 -1.218 -0.578
C -0.302 -1.256 0.490
F -0.593 -2.197 1.488
C -3.834 -1.680 0.101
O -3.887 -0.579 0.577
C -5.043 -2.569 -0.028
C -6.417 -1.929 -0.137
F -6.633 -1.591 -1.434
F -6.508 -0.810 0.594
C -7.618 -2.813 0.299
F -7.787 -3.846 -0.544
F -8.736 -2.096 0.307
F -7.409 -3.305 1.526
C -4.861 -3.884 -0.102
C -3.488 -4.457 -0.075
O -3.307 -5.618 0.199
H -0.371 -5.031 0.313
H -1.275 -5.473 -1.624
H -0.964 -1.395 -1.555
H -1.880 -0.230 -0.570
H 0.648 -1.550 0.045
H -0.198 -0.288 0.984
H -5.669 -4.605 -0.162
C -1.688 2.396 4.863
O -0.332 2.035 4.989
C -0.116 0.671 4.685
C 1.360 0.377 4.552
O 1.912 0.781 3.308
C 2.235 2.156 3.175
C 3.541 2.542 3.833
O 3.369 2.712 5.225
C 4.599 2.863 5.895
H -2.324 1.805 5.532
H -1.773 3.447 5.133
H -2.042 2.260 3.834
H -0.620 0.408 3.745
H -0.535 0.041 5.483
H 1.482 -0.708 4.579
H 1.913 0.811 5.389
H 1.426 2.791 3.545
H 2.344 2.321 2.101
H 3.903 3.480 3.386
H 4.286 1.760 3.635
H 5.227 1.972 5.780
H 4.381 3.012 6.950
H 5.154 3.731 5.520
C -0.264 -0.915 -4.552
O 0.966 -0.246 -4.408
C 1.911 -0.648 -5.380
C 3.114 0.266 -5.354
O 2.899 1.507 -6.006
C 2.249 2.508 -5.241
C 3.173 3.252 -4.303
O 3.408 2.495 -3.131
C 4.428 3.052 -2.337
H -0.141 -2.001 -4.466
H -0.912 -0.571 -3.746
H -0.737 -0.676 -5.511
H 1.460 -0.623 -6.380
H 2.239 -1.678 -5.175
H 3.915 -0.221 -5.915
H 3.450 0.414 -4.325
H 1.405 2.094 -4.683
H 1.867 3.225 -5.970
H 2.714 4.215 -4.036
H 4.120 3.455 -4.819
H 5.384 3.074 -2.873
H 4.531 2.429 -1.451
H 4.179 4.074 -2.026
*
```

Computed properties:
* LUMO: -2.04 eV
* SMILES string: O=[PH2]C1=C(CCF)C(=O)C(C(F)(F)C(F)(F)F)=CC1=O.COCCOCCOC.COCCOCCOC

---

This record from the Open Molecules 2025 dataset describes a structure of composition C22H35GeInN5O2 at a distorted geometry. The level of theory is wB97M-V/def2-TZVPD.

```
! RIJCOSX wB97M-V def2-TZVPD def2/J DEFGRID3
* xyz 0 2
In 0.052 -0.304 0.831
N 0.841 -0.331 3.220
C 1.686 -1.345 3.817
C 3.159 -0.975 3.542
C 3.537 -0.892 2.028
C 3.335 0.357 1.248
N 2.262 0.328 0.209
H 1.187 0.621 3.308
H -0.118 -0.340 3.586
H 1.369 -2.346 3.412
H 1.561 -1.351 4.874
H 3.823 -1.763 4.002
H 3.356 -0.084 4.128
H 2.892 -1.666 1.580
H 4.604 -1.245 1.914
H 4.286 0.581 0.670
H 3.180 1.266 1.931
H 2.552 -0.334 -0.489
H 2.226 1.280 -0.251
O -0.594 0.379 -1.153
C -0.148 1.340 -1.926
C -0.166 1.257 -3.362
C -0.095 2.327 -4.187
C 0.175 3.593 -3.621
C 0.233 3.732 -2.249
C 0.016 2.626 -1.379
C -0.258 2.958 -0.026
N 0.162 2.299 1.094
C -0.329 3.056 2.176
C -0.954 4.170 1.734
N -0.781 4.208 0.340
H -0.180 0.201 -3.694
H -0.246 2.261 -5.263
H 0.340 4.477 -4.281
H 0.530 4.683 -1.856
H -0.050 2.815 3.212
H -1.400 4.985 2.320
H -1.319 4.756 -0.304
C 1.167 -5.099 -0.845
Ge 0.355 -3.363 -1.029
C -1.489 -3.201 -1.811
C 1.540 -2.296 -2.225
C 0.361 -2.575 0.753
H 0.678 -5.848 -1.522
H 1.095 -5.624 0.127
H 2.240 -4.995 -1.109
H -1.786 -4.052 -2.410
H -1.494 -2.283 -2.429
H -2.248 -3.013 -1.082
H 1.177 -2.563 -3.221
H 2.617 -2.637 -2.133
H 1.407 -1.240 -2.191
H 1.243 -2.821 1.368
H -0.502 -3.022 1.234
O -2.002 -0.200 1.493
N -2.949 0.224 0.576
C -3.396 1.544 0.640
C -4.276 1.942 -0.358
C -4.806 0.987 -1.225
C -4.659 -0.341 -0.940
C -3.657 -0.768 -0.062
H -2.935 2.189 1.432
H -4.630 2.987 -0.473
H -5.279 1.350 -2.160
H -5.186 -1.030 -1.608
H -3.313 -1.829 0.069
*
```

Computed properties:
* LUMO (spin up / spin down): 0.16 / 0.14 eV
* expectation value of S²: 0.77

---

This record from the Open Molecules 2025 dataset describes the molecule C22H35N3O4. The level of theory is wB97M-V/def2-TZVPD.

```
! RIJCOSX wB97M-V def2-TZVPD def2/J DEFGRID3
* xyz 0 1
C 2.551 3.554 -2.027
C 3.989 3.708 -1.553
O 4.509 2.485 -1.038
C 4.172 2.198 0.245
O 3.494 2.921 0.939
N 4.728 1.043 0.669
C 5.388 0.085 -0.186
C 4.501 -1.152 -0.354
N 4.222 -1.712 0.954
C 3.595 -3.029 0.910
C 2.216 -3.050 0.298
C 1.086 -2.863 1.081
C -0.183 -2.819 0.529
C -0.340 -2.963 -0.844
O -1.536 -2.947 -1.507
C -2.726 -2.853 -0.764
C -2.974 -1.454 -0.163
O -3.147 -1.577 1.228
C -4.214 -0.776 -0.767
N -4.550 0.394 0.026
C -5.967 0.720 0.006
C -6.268 1.800 1.041
C -5.450 3.052 0.746
C -3.974 2.675 0.688
C -3.759 1.561 -0.331
C 0.789 -3.154 -1.642
C 2.045 -3.197 -1.076
C 3.501 -0.752 1.769
C 4.365 0.496 1.957
H 2.479 2.758 -2.764
H 2.212 4.485 -2.474
H 1.911 3.315 -1.181
H 4.652 3.966 -2.382
H 4.048 4.476 -0.775
H 5.599 0.543 -1.151
H 6.327 -0.210 0.294
H 5.031 -1.899 -0.949
H 3.579 -0.863 -0.888
H 4.266 -3.682 0.343
H 3.550 -3.394 1.940
H 1.191 -2.755 2.151
H -1.032 -2.662 1.174
H -2.743 -3.585 0.052
H -3.514 -3.106 -1.479
H -2.083 -0.837 -0.370
H -3.670 -0.804 1.498
H -5.048 -1.481 -0.702
H -4.037 -0.541 -1.828
H -6.532 -0.184 0.245
H -6.284 1.070 -0.993
H -7.336 2.026 1.028
H -6.009 1.422 2.032
H -5.620 3.807 1.515
H -5.758 3.472 -0.214
H -3.367 3.539 0.414
H -3.648 2.326 1.670
H -2.704 1.279 -0.347
H -4.029 1.926 -1.339
H 0.652 -3.272 -2.706
H 2.906 -3.358 -1.709
H 3.299 -1.201 2.743
H 2.541 -0.458 1.311
H 3.824 1.262 2.513
H 5.283 0.228 2.490
*
```

Computed properties:
* LUMO: 0.67 eV
* energy relative to the best compared isomer or geometry (same formula, charge and spin): 3.29 kcal/mol
* SMILES string: CCOC(=O)N1CCN(Cc2ccc(OC[C@H](O)CN3CCCCC3)cc2)CC1

---

This record from the Open Molecules 2025 dataset describes a structure of composition C22H35N4PdS3Si2. The level of theory is wB97M-V/def2-TZVPD.

```
! RIJCOSX wB97M-V def2-TZVPD def2/J DEFGRID3
* xyz 3 5
Pd 0.423 -0.848 0.119
C -0.656 2.017 -2.651
C -1.584 0.941 -2.239
N -1.458 0.175 -1.200
C -2.543 -0.659 -1.061
C -3.510 -0.532 -2.081
S -3.063 0.645 -3.169
C -2.666 -1.476 0.080
C -3.824 -2.175 0.437
S -3.639 -2.889 1.936
C -2.009 -2.246 2.048
N -1.645 -1.548 1.017
C -1.195 -2.521 3.255
H 0.173 2.091 -1.955
H -1.188 2.973 -2.678
H -0.279 1.842 -3.662
H -4.426 -1.094 -2.197
H -4.744 -2.266 -0.122
H -1.373 -3.530 3.628
H -1.478 -1.824 4.048
H -0.140 -2.387 3.033
N 3.397 -1.775 1.514
C 2.947 -0.927 2.423
S 1.456 -0.158 2.282
N 3.834 -0.750 3.488
C 3.794 -0.026 4.634
C 4.836 -0.330 5.577
C 4.883 0.317 6.769
C 3.915 1.306 7.060
C 2.905 1.635 6.120
C 2.834 0.991 4.924
H 2.829 -1.950 0.693
H 4.294 -2.234 1.581
H 4.679 -1.305 3.420
H 5.575 -1.088 5.341
H 5.654 0.080 7.489
H 3.954 1.829 8.008
H 2.195 2.417 6.351
H 2.087 1.264 4.197
C 0.165 -4.091 -0.123
Si 1.320 -3.660 -1.556
C 2.991 -4.366 -1.143
C 0.666 -4.315 -3.165
C 1.254 -1.754 -1.695
Si 2.715 -0.647 -2.222
C 2.427 -0.282 -4.024
C 4.398 -1.412 -2.025
C 2.670 0.920 -1.147
H 0.252 -5.149 0.146
H -0.879 -3.913 -0.404
H 0.399 -3.509 0.773
H 2.896 -5.455 -1.101
H 3.374 -4.044 -0.170
H 3.743 -4.144 -1.898
H 0.604 -5.407 -3.126
H 1.326 -4.058 -3.997
H -0.333 -3.932 -3.387
H 0.398 -1.516 -2.340
H 2.463 -1.210 -4.600
H 3.219 0.370 -4.402
H 1.466 0.200 -4.216
H 4.554 -2.209 -2.753
H 4.606 -1.817 -1.032
H 5.148 -0.641 -2.228
H 1.721 1.094 -0.634
H 2.852 1.805 -1.766
H 3.460 0.904 -0.391
*
```

Computed properties:
* LUMO (spin up / spin down): -8.70 / -11.57 eV
* expectation value of S²: 6.05

---

This record from the Open Molecules 2025 dataset describes a structure of composition C22H35N6O4Ti. The level of theory is wB97M-V/def2-TZVPD.

```
! RIJCOSX wB97M-V def2-TZVPD def2/J DEFGRID3
* xyz 1 3
Ti -1.109 -0.001 0.100
C 0.663 3.978 -0.233
C 0.229 2.564 -0.434
N -0.787 2.020 0.234
C -1.690 2.841 1.022
C -2.960 2.025 1.302
N -3.107 0.999 0.245
C -4.219 0.053 0.452
C -3.771 -1.041 1.405
N -2.452 -1.580 1.013
C -2.468 -2.782 0.156
C -2.574 -2.363 -1.298
N -1.617 -1.286 -1.508
C -0.714 -1.379 -2.490
C -0.713 -2.479 -3.506
C 0.273 -0.360 -2.499
C 1.375 -0.182 -3.388
C 2.160 0.942 -3.245
C 1.891 1.917 -2.281
C 0.788 1.697 -1.422
N 0.079 0.546 -1.511
H 0.792 4.203 0.828
H 1.600 4.183 -0.745
H -0.081 4.677 -0.624
H -1.946 3.747 0.463
H -1.241 3.160 1.968
H -3.841 2.670 1.341
H -2.885 1.503 2.253
H -3.239 1.470 -0.646
H -4.478 -0.360 -0.522
H -5.106 0.560 0.844
H -4.523 -1.833 1.451
H -3.657 -0.634 2.409
H -1.962 -1.793 1.876
H -3.279 -3.457 0.442
H -1.516 -3.293 0.307
H -3.587 -2.019 -1.533
H -2.387 -3.229 -1.932
H -0.443 -3.436 -3.052
H 0.000 -2.277 -4.300
H -1.696 -2.593 -3.965
H 1.585 -0.904 -4.161
H 2.995 1.088 -3.919
H 2.464 2.831 -2.237
O 1.233 -3.300 0.481
C 1.339 -2.097 0.556
O 0.408 -1.217 0.452
C 2.712 -1.457 0.781
N 2.611 0.036 0.722
C 4.015 0.541 0.625
C 4.781 -0.584 -0.101
C 3.767 -1.730 -0.281
H 3.076 -1.718 1.777
H 2.028 0.415 1.491
H 2.100 0.278 -0.135
H 4.380 0.704 1.637
H 4.005 1.489 0.093
H 5.629 -0.902 0.503
H 5.170 -0.243 -1.058
H 4.203 -2.718 -0.167
H 3.297 -1.684 -1.268
C 0.912 0.753 4.000
O 0.547 0.736 2.607
C -0.723 0.201 2.323
O -1.368 -0.194 3.270
H 1.909 1.187 4.051
H 0.911 -0.255 4.413
H 0.215 1.362 4.570
*
```

Computed properties:
* LUMO (spin up / spin down): -2.65 / -3.41 eV
* expectation value of S²: 2.03
* energy relative to the best compared isomer or geometry (same formula, charge and spin): 17.49 kcal/mol

---

Repeat the third record exactly.
This record from the Open Molecules 2025 dataset describes a structure of composition C22H35GeInN5O2 at a distorted geometry. The level of theory is wB97M-V/def2-TZVPD.

```
! RIJCOSX wB97M-V def2-TZVPD def2/J DEFGRID3
* xyz 0 2
In 0.052 -0.304 0.831
N 0.841 -0.331 3.220
C 1.686 -1.345 3.817
C 3.159 -0.975 3.542
C 3.537 -0.892 2.028
C 3.335 0.357 1.248
N 2.262 0.328 0.209
H 1.187 0.621 3.308
H -0.118 -0.340 3.586
H 1.369 -2.346 3.412
H 1.561 -1.351 4.874
H 3.823 -1.763 4.002
H 3.356 -0.084 4.128
H 2.892 -1.666 1.580
H 4.604 -1.245 1.914
H 4.286 0.581 0.670
H 3.180 1.266 1.931
H 2.552 -0.334 -0.489
H 2.226 1.280 -0.251
O -0.594 0.379 -1.153
C -0.148 1.340 -1.926
C -0.166 1.257 -3.362
C -0.095 2.327 -4.187
C 0.175 3.593 -3.621
C 0.233 3.732 -2.249
C 0.016 2.626 -1.379
C -0.258 2.958 -0.026
N 0.162 2.299 1.094
C -0.329 3.056 2.176
C -0.954 4.170 1.734
N -0.781 4.208 0.340
H -0.180 0.201 -3.694
H -0.246 2.261 -5.263
H 0.340 4.477 -4.281
H 0.530 4.683 -1.856
H -0.050 2.815 3.212
H -1.400 4.985 2.320
H -1.319 4.756 -0.304
C 1.167 -5.099 -0.845
Ge 0.355 -3.363 -1.029
C -1.489 -3.201 -1.811
C 1.540 -2.296 -2.225
C 0.361 -2.575 0.753
H 0.678 -5.848 -1.522
H 1.095 -5.624 0.127
H 2.240 -4.995 -1.109
H -1.786 -4.052 -2.410
H -1.494 -2.283 -2.429
H -2.248 -3.013 -1.082
H 1.177 -2.563 -3.221
H 2.617 -2.637 -2.133
H 1.407 -1.240 -2.191
H 1.243 -2.821 1.368
H -0.502 -3.022 1.234
O -2.002 -0.200 1.493
N -2.949 0.224 0.576
C -3.396 1.544 0.640
C -4.276 1.942 -0.358
C -4.806 0.987 -1.225
C -4.659 -0.341 -0.940
C -3.657 -0.768 -0.062
H -2.935 2.189 1.432
H -4.630 2.987 -0.473
H -5.279 1.350 -2.160
H -5.186 -1.030 -1.608
H -3.313 -1.829 0.069
*
```

Computed properties:
* LUMO (spin up / spin down): 0.16 / 0.14 eV
* expectation value of S²: 0.77